The following is a quantum chemistry calculation of 2 unconnected molecules or ions with the total composition C4H12N2O2 in a non-equilibrium geometry, from OMol25.

Each line ends with the natural charge from an NBO analysis.
Positions of all 20 atoms, in Å:
C (-0.285, 0.229, -0.468)  -0.211
C (-1.287, -0.078, -1.558)  -0.422
C (-1.843, 1.216, -2.144)  -0.603
N (0.195, -1.006, 0.277)  -0.712
H (0.609, 0.723, -0.844)  0.228
H (-0.706, 0.868, 0.304)  0.214
H (-2.095, -0.687, -1.140)  0.206
H (-0.822, -0.685, -2.338)  0.218
H (-2.377, 1.777, -1.377)  0.215
H (-1.040, 1.832, -2.540)  0.219
H (-2.560, 0.986, -2.928)  0.240
H (-0.606, -1.616, 0.431)  0.433
H (0.932, -1.486, -0.237)  0.435
H (0.586, -0.667, 1.248)  0.438
N (1.306, -0.660, 2.654)  -0.879
C (2.139, 0.028, 1.689)  0.785
O (3.056, -0.568, 1.136)  -0.363
O (1.869, 1.226, 1.460)  -0.299
H (1.821, -1.466, 3.001)  0.430
H (1.108, 0.034, 3.373)  0.429

The value obtained for the gap between HOMO and LUMO (alpha / beta) is 12.66 / 7.43 eV. Its net charge is +1. The energy above the lowest of the compared OMol25 structures with the same formula, charge and spin comes out at 128.78 kJ/mol. Its spin multiplicity is 2. The calculation puts the LUMO energy (alpha / beta) at -3.189 / -8.240 eV. Its HOMO energy (alpha / beta) is -0.582 / -0.576 hartree. The expectation value of S² is 0.7590.

---

The following is a quantum chemistry calculation of a molecular structure, C36H31AuN3P2S, from OMol25.

Each line ends with the Mulliken charge.
Positions of all 74 atoms, in Å:
Au (-0.112, 0.482, 0.507)  1.678
N (-3.917, 0.045, 2.178)  -0.057
C (-4.366, -0.426, 0.945)  0.657
C (-5.614, -0.884, 0.539)  -1.140
C (-5.732, -1.211, -0.796)  -0.642
C (-4.660, -1.063, -1.694)  -0.580
C (-3.427, -0.605, -1.281)  -0.567
C (-3.284, -0.309, 0.072)  -0.090
N (-2.199, 0.195, 0.798)  0.008
C (-2.644, 0.418, 2.032)  0.518
C (-1.772, 1.097, 2.982)  -0.303
C (-2.001, 1.530, 4.250)  -0.269
S (-0.633, 2.361, 4.840)  -0.027
C (0.172, 2.090, 3.381)  -0.338
N (-0.519, 1.422, 2.490)  -0.016
H (-4.474, 0.142, 3.013)  0.275
H (-6.451, -0.961, 1.219)  0.497
H (-6.683, -1.564, -1.170)  0.453
H (-4.816, -1.300, -2.738)  0.498
H (-2.616, -0.465, -1.983)  0.496
H (-2.885, 1.416, 4.858)  0.426
H (1.176, 2.449, 3.208)  0.431
C (1.166, -0.752, -2.262)  -1.034
C (2.276, 0.222, -1.855)  -1.488
P (1.713, 1.354, -0.537)  1.272
C (3.044, 2.018, 0.433)  1.384
C (3.871, 2.936, -0.228)  -0.711
C (4.978, 3.453, 0.426)  -0.815
C (5.251, 3.073, 1.733)  -0.589
C (4.418, 2.180, 2.399)  -1.398
C (3.317, 1.646, 1.750)  -0.357
C (0.765, 2.703, -1.232)  0.524
C (0.472, 3.796, -0.403)  -0.262
C (-0.286, 4.845, -0.890)  -0.790
C (-0.754, 4.814, -2.199)  -0.564
C (-0.466, 3.734, -3.028)  -0.909
C (0.284, 2.675, -2.549)  -0.773
P (0.445, -1.431, -0.737)  0.788
C (1.674, -2.372, 0.153)  0.787
C (2.663, -1.799, 0.952)  -0.047
C (3.656, -2.585, 1.509)  -0.804
C (3.663, -3.955, 1.278)  -0.638
C (2.675, -4.539, 0.496)  -0.828
C (1.675, -3.760, -0.063)  -0.705
C (-0.938, -2.489, -1.046)  0.763
C (-1.229, -2.861, -2.363)  -0.580
C (-2.247, -3.770, -2.608)  -0.957
C (-2.974, -4.294, -1.548)  -0.534
C (-2.681, -3.928, -0.237)  -0.955
C (-1.662, -3.030, 0.019)  -0.112
H (1.571, -1.571, -2.860)  0.796
H (0.370, -0.273, -2.833)  0.366
H (2.630, 0.824, -2.696)  0.731
H (3.145, -0.308, -1.456)  0.612
H (3.654, 3.257, -1.240)  0.453
H (5.622, 4.157, -0.083)  0.473
H (6.115, 3.482, 2.239)  0.447
H (4.630, 1.902, 3.422)  0.487
H (2.667, 0.961, 2.286)  0.872
H (0.866, 3.841, 0.606)  0.395
H (-0.497, 5.697, -0.259)  0.490
H (-1.332, 5.644, -2.581)  0.461
H (-0.814, 3.730, -4.052)  0.500
H (0.524, 1.860, -3.216)  0.327
H (2.655, -0.736, 1.153)  -0.206
H (4.420, -2.134, 2.127)  0.529
H (4.436, -4.571, 1.715)  0.442
H (2.678, -5.606, 0.322)  0.457
H (0.912, -4.233, -0.665)  0.452
H (-0.671, -2.462, -3.200)  0.412
H (-2.466, -4.072, -3.623)  0.461
H (-3.767, -5.004, -1.742)  0.482
H (-3.242, -4.356, 0.583)  0.492
H (-1.419, -2.772, 1.044)  0.493

The value obtained for the gap between HOMO and LUMO is 6.23 eV. Its net charge is +3. The energy above the lowest of the compared OMol25 structures with the same formula, charge and spin comes out at 0.00 kJ/mol. The calculation puts the LUMO energy at -10.150 eV. Its HOMO energy is -0.602 hartree.